The following is a quantum chemistry calculation of a cluster of 2 separate species, C30H35N2O in total in a non-equilibrium geometry, from the OMol25 dataset.

Last column: Löwdin charge in e.
Cartesian coordinates (Å):
1 C -4.53548 -4.35404 0.18950  -0.1369
2 C -5.32283 -3.07956 -0.16618  -0.1404
3 C -4.31870 -1.92209 -0.19962  -0.1163
4 N -3.03036 -2.50829 0.17206  -0.0737
5 C -1.90165 -1.81090 0.14030  -0.0071
6 C -0.64363 -2.31836 0.48973  -0.0381
7 C 0.51319 -1.69470 0.04819  0.0067
8 C 1.75446 -2.39600 -0.17942  -0.2150
9 C 2.59385 -2.00511 -1.25741  -0.0117
10 C 3.59616 -2.85707 -1.71181  -0.0511
11 C 3.84111 -4.07068 -1.05288  -0.0464
12 C 3.12431 -4.39298 0.10896  -0.0551
13 C 2.09220 -3.56385 0.54946  -0.0205
14 C -3.05504 -3.95746 0.31166  -0.1238
15 H -4.87461 -4.76303 1.14386  0.1144
16 H -4.65195 -5.12061 -0.58080  0.1159
17 H -5.81669 -3.17841 -1.13601  0.1160
18 H -6.08562 -2.87509 0.58809  0.1147
19 H -4.26595 -1.47450 -1.20463  0.1362
20 H -4.60101 -1.11620 0.49455  0.1340
21 H -1.99151 -0.79330 -0.25532  0.1448
22 H -0.56856 -3.27245 1.02406  0.1125
23 H 0.43491 -0.74057 -0.45611  0.0994
24 H 2.38393 -1.06257 -1.77256  0.1210
25 H 4.17240 -2.58002 -2.59521  0.1160
26 H 4.58989 -4.75836 -1.44794  0.1157
27 H 3.35720 -5.30652 0.66090  0.1144
28 H 1.51053 -3.81658 1.44086  0.1157
29 H -2.61522 -4.27123 1.27066  0.1305
30 H -2.46623 -4.43662 -0.48914  0.1418
31 O -0.51518 1.11435 -0.60374  -0.0693
32 C 0.31513 2.12838 -0.04904  -0.3566
33 C 1.10730 2.61684 -1.25707  -0.1629
34 C 0.65563 2.24371 -2.52095  -0.0138
35 C 1.41954 2.55458 -3.65233  -0.0659
36 C 2.60800 3.27681 -3.52183  -0.0807
37 C 3.02790 3.70938 -2.25728  -0.0634
38 C 2.26745 3.39571 -1.12515  -0.0596
39 C -0.62638 3.17711 0.55812  -0.1377
40 C -1.71633 2.74212 1.31085  -0.0366
41 C -2.70035 3.65917 1.69561  -0.0689
42 C -2.55043 5.01779 1.39859  -0.0793
43 C -1.41721 5.45653 0.70909  -0.0594
44 C -0.45459 4.53556 0.28049  -0.0063
45 C 1.18592 1.55837 1.08256  -0.2589
46 C 2.57857 1.00969 0.75074  -0.1108
47 C 2.88210 0.10848 1.95580  -0.1364
48 C 1.51546 -0.25186 2.56027  -0.1725
49 N 0.54128 0.42554 1.69862  -0.0364
50 H -0.78811 0.54254 0.14195  0.0376
51 H -0.27462 1.68474 -2.62442  0.1182
52 H 1.06703 2.21430 -4.62630  0.1058
53 H 3.20244 3.52088 -4.40390  0.1060
54 H 3.95198 4.27735 -2.13527  0.1090
55 H 2.57771 3.74831 -0.13616  0.1241
56 H -1.83688 1.68589 1.56925  0.0974
57 H -3.58380 3.29740 2.21972  0.1043
58 H -3.32168 5.73259 1.68684  0.1073
59 H -1.26766 6.51165 0.48101  0.1098
60 H 0.41436 4.86277 -0.28997  0.1092
61 H 1.31776 2.36686 1.82867  0.1696
62 H 2.52867 0.42575 -0.18227  0.1005
63 H 3.29917 1.81832 0.60505  0.1109
64 H 3.46220 -0.77929 1.67939  0.1068
65 H 3.45841 0.67682 2.69860  0.1155
66 H 1.33084 -1.33006 2.57302  0.0945
67 H 1.44984 0.11013 3.60105  0.1219
68 H -0.33058 0.65194 2.17259  0.1138

## Properties
DFT total energy: -36698.6672 eV
Spin multiplicity: 1
Orbital gap: 6.92 eV
E_LUMO: -4.26 eV
Net charge: +1
HOMO energy: -11.18 eV
Energy relative to the best compared isomer or geometry (same formula, charge and spin): 66.6 kJ/mol

=====

The following is a quantum chemistry calculation of a cluster of 2 separate species, C30H35N7O4 in total in a non-equilibrium geometry, from the OMol25 dataset.

Last column: Löwdin charge in e.
Cartesian coordinates (Å):
1 C -3.08641 3.63385 3.12410  -0.0489
2 O -3.96090 3.43847 1.99321  -0.0708
3 C -3.63220 2.49018 1.07342  -0.1889
4 C -2.57813 1.57871 1.16811  0.0124
5 C -2.60685 0.39631 0.42576  -0.2219
6 C -1.63623 -0.71613 0.74415  -0.0707
7 C -2.29440 -1.79972 1.61454  -0.1426
8 C -2.67415 -1.28351 3.00686  -0.3679
9 O -3.54846 -0.46147 3.27492  0.0856
10 N -1.88746 -1.93169 3.91417  -0.0377
11 C -1.96794 -1.62448 5.32406  -0.0077
12 C -1.02416 -2.97643 3.37503  -0.4509
13 C 0.45123 -2.61204 3.62067  0.0145
14 C -1.39591 -4.32659 4.01869  0.0116
15 N -1.38489 -2.90268 1.93828  0.0487
16 C -0.82246 -3.64976 0.96928  0.0418
17 C 0.10560 -4.65489 1.21757  -0.0602
18 C 0.71917 -5.40891 0.23446  0.0533
19 C 1.67722 -6.44153 0.48538  -0.1908
20 C 2.20809 -7.23193 -0.57143  0.0044
21 C 3.12137 -8.24794 -0.31273  -0.0615
22 C 3.54694 -8.50433 1.00508  -0.0568
23 C 3.04006 -7.73342 2.06089  -0.0745
24 C 2.12719 -6.71641 1.81198  -0.0151
25 C -3.57039 0.21261 -0.56849  0.0264
26 C -4.58324 1.16120 -0.76012  -0.1907
27 O -5.67401 1.02440 -1.56385  -0.0780
28 C -5.67198 -0.01039 -2.56783  -0.0500
29 C -4.55171 2.35173 0.00524  -0.1555
30 O -5.54200 3.28023 -0.14813  -0.0888
31 C -6.77568 3.05199 0.59938  -0.0270
32 H -3.46861 4.52544 3.61894  0.0903
33 H -3.13987 2.77151 3.80493  0.0944
34 H -2.05005 3.80795 2.79608  0.0931
35 H -1.77644 1.74815 1.89515  0.1152
36 H -1.23794 -1.19301 -0.16667  0.1153
37 H -0.78589 -0.31254 1.31831  0.1308
38 H -3.20266 -2.18648 1.11251  0.1778
39 H -2.66588 -0.79664 5.46939  0.0980
40 H -2.32412 -2.48831 5.89550  0.0931
41 H -0.98285 -1.34064 5.70869  0.0930
42 H 0.64419 -1.58623 3.27229  0.1029
43 H 0.67012 -2.67471 4.69570  0.0910
44 H 1.12539 -3.28903 3.08962  0.0755
45 H -2.48748 -4.45393 3.98276  0.1070
46 H -0.93501 -5.17314 3.50561  0.0720
47 H -1.06353 -4.33017 5.06646  0.0930
48 H -1.13126 -3.43127 -0.05762  0.1465
49 H 0.36517 -4.85066 2.25437  0.0535
50 H 0.44254 -5.20511 -0.79997  0.0663
51 H 1.86868 -7.01721 -1.58942  0.1236
52 H 3.51056 -8.85077 -1.13308  0.1100
53 H 4.26601 -9.29679 1.21224  0.1083
54 H 3.35354 -7.92040 3.08892  0.1072
55 H 1.74852 -6.11811 2.64252  0.1021
56 H -3.54275 -0.69696 -1.17946  0.1211
57 H -6.51879 0.23104 -3.20747  0.0903
58 H -4.74328 0.00301 -3.15638  0.1007
59 H -5.81450 -0.99677 -2.10540  0.0928
60 H -7.40170 3.90575 0.34480  0.0896
61 H -7.22973 2.11033 0.26973  0.0869
62 H -6.54427 3.02740 1.67043  0.0873
63 N 0.44676 -2.62372 -6.69928  0.1324
64 C 0.49058 -2.45189 -5.36853  -0.3742
65 N 0.91063 -1.31257 -4.81045  0.0794
66 C 0.94053 -1.22471 -3.46196  -0.2323
67 N 0.57759 -2.18326 -2.55416  0.0625
68 C 0.18446 -3.33804 -3.05951  -0.3737
69 C 0.07477 -3.52222 -4.51461  -0.2264
70 N -0.30917 -4.79513 -4.76933  0.0426
71 C -0.46540 -5.36892 -3.53237  -0.2485
72 N -0.16125 -4.53460 -2.48503  0.0122
73 H 0.16044 -3.51689 -7.07621  0.0930
74 H 0.75687 -1.88057 -7.31108  0.0972
75 H 1.30052 -0.27669 -3.05347  0.0839
76 H -0.81065 -6.38933 -3.38392  0.0819

## Properties
DFT total energy: -50296.3114 eV
Spin multiplicity: 1
Orbital gap: 4.28 eV
E_LUMO: -1.97 eV
Net charge: 0
HOMO energy: -6.25 eV
Energy relative to the best compared isomer or geometry (same formula, charge and spin): 0.0 kJ/mol

=====

What is the formula in the first record?
C30H35N2O